{"formula": "C4H12S2", "method": "ωB97M-V/def2-TZVPD", "smiles": "CSC.CSC", "e_above_lowest_kcal_mol": 27.9, "spin_multiplicity": 1, "homo_energy_ev": -8.4, "symbols": ["C", "S", "C", "H", "H", "H", "H", "H", "H", "C", "S", "C", "H", "H", "H", "H", "H", "H"], "coordinates": [[-2.59465, -1.47520, 0.01279], [-1.78434, -0.80350, -1.51888], [-0.73034, -2.25135, -1.79637], [-3.30960, -2.21313, -0.31081], [-1.80227, -1.94646, 0.59968], [-2.78290, -0.58372, 0.60133], [-0.56181, -2.25070, -2.89311], [-1.40798, -3.07406, -1.66115], [0.17620, -1.95460, -1.24335], [2.85307, 1.18714, 1.16348], [2.20797, 2.49078, 0.04595], [0.47103, 2.52716, 0.62138], [2.57652, 1.50052, 2.18216], [2.36538, 0.25776, 0.86097], [3.92854, 1.06238, 1.15905], [-0.06823, 3.34705, 0.13648], [0.30797, 2.66108, 1.74041], [0.15543, 1.51885, 0.29999]]}


{"formula": "O5PS", "method": "ωB97M-V/def2-TZVPD", "e_above_lowest_kcal_mol": 0.0, "total_charge": -1, "spin_multiplicity": 1, "homo_energy_ev": -5.9, "symbols": ["O", "O", "O", "O", "O", "P", "S"], "coordinates": [[-1.29212, 1.41212, -0.07959], [-2.06143, -1.06805, 0.01229], [2.19220, 0.85710, 0.08643], [0.27856, -0.38862, -1.13877], [0.36464, -0.37780, 1.18874], [-0.96164, -0.03600, -0.00333], [1.47979, -0.39876, -0.06577]]}


{"formula": "C20H24N2O5S2", "method": "ωB97M-V/def2-TZVPD", "smiles": "Cc1ccccc1CSCCNC(=O)CN(c1ccc2c(c1)OCO2)S(C)(=O)=O", "e_above_lowest_kcal_mol": 14.5, "spin_multiplicity": 1, "homo_energy_ev": -8.0, "symbols": ["C", "C", "C", "C", "C", "C", "C", "C", "S", "C", "C", "N", "C", "O", "C", "N", "C", "C", "C", "C", "C", "C", "O", "C", "O", "S", "C", "O", "O", "H", "H", "H", "H", "H", "H", "H", "H", "H", "H", "H", "H", "H", "H", "H", "H", "H", "H", "H", "H", "H", "H", "H", "H"], "coordinates": [[5.20748, 0.32603, -1.62277], [4.05104, 0.86757, -0.84035], [3.52656, 2.11651, -1.14200], [2.46136, 2.63979, -0.43024], [1.89952, 1.91257, 0.60325], [2.40554, 0.66241, 0.91200], [3.48166, 0.13376, 0.20634], [3.98581, -1.22550, 0.55708], [3.44300, -2.49563, -0.66189], [1.64149, -2.34085, -0.50995], [1.12198, -3.03379, 0.74743], [-0.28883, -2.78599, 0.92499], [-0.74420, -1.81369, 1.72575], [-0.05314, -1.16043, 2.48199], [-2.26374, -1.59829, 1.60401], [-2.63065, -1.08877, 0.29832], [-2.55954, 0.28577, 0.02852], [-3.28715, 0.83288, -1.02323], [-3.25200, 2.19548, -1.31086], [-2.48772, 2.99689, -0.50168], [-1.76075, 2.45326, 0.55658], [-1.76724, 1.11125, 0.84246], [-1.08575, 3.45214, 1.20277], [-1.38814, 4.64060, 0.50340], [-2.28569, 4.35239, -0.54680], [-3.19601, -2.20106, -0.80536], [-4.99042, -2.19908, -0.56189], [-2.88597, -1.79648, -2.13762], [-2.71075, -3.48657, -0.37866], [5.45384, 0.98809, -2.44893], [6.08742, 0.22965, -0.98609], [4.97448, -0.66080, -2.01951], [3.96204, 2.68852, -1.94938], [2.07282, 3.61578, -0.68351], [1.07368, 2.31257, 1.16993], [1.95894, 0.09536, 1.71679], [3.63123, -1.54163, 1.53726], [5.07253, -1.28476, 0.53035], [1.22100, -2.79599, -1.40627], [1.39624, -1.27745, -0.49696], [1.62790, -2.63753, 1.63169], [1.29989, -4.10994, 0.68455], [-0.94489, -3.25054, 0.30693], [-2.59316, -0.90460, 2.38191], [-2.76425, -2.55900, 1.73271], [-3.86069, 0.19234, -1.66832], [-3.81020, 2.60287, -2.13616], [-1.16928, 0.72884, 1.65044], [-1.84688, 5.36663, 1.19285], [-0.46099, 5.07014, 0.09005], [-5.35317, -1.18112, -0.60684], [-5.42789, -2.79860, -1.35004], [-5.18837, -2.64201, 0.40499]]}


{"formula": "C61H46MoNO4P3Si", "method": "ωB97M-V/def2-TZVPD", "e_above_lowest_kcal_mol": 0.0, "s2": 2.023, "total_charge": 2, "spin_multiplicity": 3, "homo_energy_ev": [-13.6, -13.6], "symbols": ["Mo", "C", "C", "C", "C", "C", "C", "P", "C", "C", "C", "C", "C", "C", "C", "C", "C", "C", "C", "C", "Si", "C", "C", "C", "C", "C", "C", "P", "C", "C", "C", "C", "C", "C", "C", "C", "C", "C", "C", "C", "C", "C", "C", "C", "C", "C", "P", "C", "C", "C", "C", "C", "C", "C", "C", "C", "C", "C", "C", "H", "H", "H", "H", "H", "H", "H", "H", "H", "H", "H", "H", "H", "H", "H", "H", "H", "H", "H", "H", "H", "H", "H", "H", "H", "H", "H", "H", "H", "H", "H", "H", "H", "H", "H", "H", "H", "H", "H", "H", "H", "H", "O", "C", "O", "C", "C", "C", "C", "C", "C", "N", "O", "O", "H", "H", "H", "H"], "coordinates": [[-0.00910, 0.30175, -0.21863], [6.19440, 2.95341, -0.00129], [5.99615, 1.66427, 0.47844], [4.82003, 0.99468, 0.19176], [3.83490, 1.62380, -0.57219], [4.03289, 2.91426, -1.05393], [5.21913, 3.57219, -0.76787], [2.33975, 0.69256, -0.93780], [1.30049, 1.78037, -1.95838], [1.16347, 1.67476, -3.35162], [0.36601, 2.57586, -4.02101], [-0.32895, 3.57089, -3.32134], [-0.21248, 3.67500, -1.95085], [0.61145, 2.78160, -1.26075], [2.85079, -0.83916, -1.72781], [3.69144, -0.90424, -2.83306], [4.01424, -2.14664, -3.35544], [3.52334, -3.30159, -2.75879], [2.72213, -3.23017, -1.62684], [2.38151, -1.99468, -1.08623], [1.40431, -1.66717, 0.48775], [2.54259, -1.07882, 1.86251], [3.70695, -1.75508, 2.23125], [4.48731, -1.30216, 3.28326], [4.11045, -0.16723, 3.99199], [2.95570, 0.51460, 3.64740], [2.17740, 0.06258, 2.58392], [0.63363, 0.92881, 2.13945], [-0.55882, 0.49392, 3.42882], [-0.24077, -0.42752, 4.42227], [-1.12353, -0.64731, 5.47108], [-2.30746, 0.06652, 5.54431], [-2.64150, 0.96749, 4.54038], [-1.78507, 1.16010, 3.47269], [1.02050, 2.69331, 2.45552], [2.23688, 3.18646, 1.98437], [2.58628, 4.51312, 2.16560], [1.72345, 5.37150, 2.83364], [0.52505, 4.88595, 3.32984], [0.17351, 3.55570, 3.14716], [0.43179, -3.12657, 1.11095], [1.03709, -4.30356, 1.56320], [0.26681, -5.38738, 1.94316], [-1.12211, -5.32162, 1.85335], [-1.73575, -4.16630, 1.41001], [-0.95683, -3.05781, 1.07250], [-1.67718, -1.55401, 0.36666], [-3.04122, -0.99040, 1.41652], [-3.78184, 0.12985, 1.03071], [-4.91695, 0.48869, 1.73712], [-5.32406, -0.26128, 2.83239], [-4.56642, -1.34627, 3.24465], [-3.42140, -1.70536, 2.54915], [-2.48289, -2.25563, -1.11412], [-1.74441, -3.15415, -1.88598], [-2.32212, -3.77209, -2.97916], [-3.64027, -3.49125, -3.32169], [-4.37504, -2.59398, -2.56490], [-3.80110, -1.97684, -1.46051], [7.11685, 3.47255, 0.21565], [6.75961, 1.18094, 1.07025], [4.66768, -0.00880, 0.56403], [3.27676, 3.40983, -1.64884], [5.38114, 4.56954, -1.15025], [1.66593, 0.88074, -3.88723], [0.26986, 2.51225, -5.09599], [-0.95796, 4.26363, -3.86313], [-0.73967, 4.44865, -1.41010], [0.78281, 2.93194, -0.19366], [4.08885, -0.00259, -3.28377], [4.65044, -2.21676, -4.22525], [3.78276, -4.26600, -3.17272], [2.37114, -4.14247, -1.16342], [4.02204, -2.63338, 1.68093], [5.39117, -1.82999, 3.55264], [4.71693, 0.18507, 4.81346], [2.66844, 1.39900, 4.20170], [0.69949, -0.96175, 4.39695], [-0.86870, -1.35901, 6.24330], [-2.97656, -0.08272, 6.37939], [-3.57291, 1.51299, 4.58616], [-2.06683, 1.84747, 2.68266], [2.94612, 2.52362, 1.50977], [3.53868, 4.86909, 1.79893], [1.99281, 6.40694, 2.98243], [-0.14147, 5.53936, 3.87381], [-0.75595, 3.20494, 3.56968], [2.11544, -4.37631, 1.62034], [0.74114, -6.29183, 2.29617], [-1.72253, -6.17845, 2.12310], [-2.81395, -4.13551, 1.31083], [-3.48961, 0.70830, 0.16311], [-5.49342, 1.34737, 1.42096], [-6.22329, 0.00683, 3.36850], [-4.86173, -1.91834, 4.11340], [-2.83265, -2.54021, 2.90230], [-0.71611, -3.38171, -1.62650], [-1.74764, -4.47920, -3.56226], [-4.09383, -3.98095, -4.17239], [-5.40354, -2.38058, -2.81948], [-4.39849, -1.29905, -0.86943], [-0.32313, -0.52418, -2.22463], [-1.40027, 0.12619, -2.34101], [-1.80172, 0.75090, -1.29900], [-2.14922, 0.20240, -3.59702], [-1.82723, -0.64595, -4.65385], [-2.53155, -0.55955, -5.84510], [-3.54316, 0.38053, -5.98937], [-3.82083, 1.22361, -4.92668], [-3.15270, 1.15552, -3.72478], [-4.86435, 2.25588, -5.08180], [-4.84525, 3.16893, -4.28492], [-5.63726, 2.12830, -6.00001], [-1.03216, -1.36617, -4.53127], [-2.29507, -1.22099, -6.66605], [-4.10977, 0.47080, -6.90389], [-3.40010, 1.83063, -2.92027]]}


{"formula": "C23H48NO2P3Pr", "method": "ωB97M-V/def2-TZVPD", "s2": 2.011, "total_charge": 3, "spin_multiplicity": 3, "homo_energy_ev": [-13.8, -13.8], "symbols": ["Pr", "P", "P", "P", "H", "C", "C", "H", "C", "C", "C", "C", "C", "C", "C", "C", "C", "H", "H", "H", "H", "H", "H", "H", "H", "H", "H", "H", "H", "H", "H", "H", "H", "H", "H", "H", "H", "H", "H", "H", "H", "H", "H", "H", "H", "H", "C", "C", "C", "C", "C", "C", "O", "H", "H", "H", "H", "H", "H", "O", "C", "C", "C", "C", "C", "C", "N", "H", "H", "H", "H", "H", "H", "H", "H", "H", "H", "H"], "coordinates": [[-0.03629, -0.05863, 0.64811], [0.32482, -2.06861, -0.90609], [2.47610, -0.07794, 1.11192], [-2.22579, 0.42304, -0.55513], [1.62068, 2.10296, -0.58111], [0.56085, 2.01962, -0.36455], [0.09815, 2.20950, 0.96932], [0.79790, 2.40430, 1.77660], [0.94873, -1.72575, -2.53522], [1.43160, -3.27728, -0.23173], [-1.14752, -3.01696, -1.18049], [3.02983, 1.41463, 1.90951], [3.04896, -1.35696, 2.18097], [3.46186, -0.17007, -0.36500], [-2.84649, 2.04403, -0.21313], [-3.54041, -0.66118, -0.13481], [-2.07758, 0.38639, -2.33281], [-0.08330, 2.28254, -1.19804], [-0.90428, 2.58163, 1.16348], [1.02874, -2.69918, -3.02575], [1.92951, -1.24339, -2.50194], [0.27098, -1.07993, -3.10078], [1.40518, -4.09620, -0.95334], [1.08566, -3.63753, 0.74382], [2.45635, -2.91950, -0.12930], [-0.80493, -3.87583, -1.76093], [-1.90842, -2.48078, -1.74779], [-1.58818, -3.36437, -0.23861], [4.09722, 1.24243, 2.05537], [2.54346, 1.57073, 2.88064], [2.88246, 2.30676, 1.29541], [4.12457, -1.39553, 2.01490], [2.60700, -2.33876, 1.99301], [2.85618, -1.08674, 3.22145], [4.48704, -0.00492, -0.02493], [3.17957, 0.59796, -1.09410], [3.38752, -1.14987, -0.83990], [-3.77337, 2.08114, -0.78353], [-2.17634, 2.84117, -0.54258], [-3.06050, 2.18384, 0.85329], [-4.36194, -0.35267, -0.78066], [-3.83065, -0.53006, 0.91407], [-3.30963, -1.71612, -0.30166], [-3.05111, 0.72468, -2.69636], [-1.87465, -0.61702, -2.71423], [-1.29098, 1.06160, -2.69157], [-1.00677, -0.01403, -7.06168], [-0.31673, 0.39765, -8.22590], [-0.14736, 1.75531, -8.47524], [-0.65230, 2.71403, -7.58743], [-1.33291, 2.29873, -6.43990], [-1.51300, 0.94125, -6.17083], [-1.20611, -1.32687, -6.75343], [-0.80617, -1.87739, -7.45267], [0.07215, -0.35188, -8.90978], [0.38452, 2.06933, -9.37244], [-0.51428, 3.77737, -7.79236], [-1.72960, 3.03443, -5.74332], [-2.04165, 0.60214, -5.28317], [-0.14408, -0.18708, 2.67662], [-0.23151, -0.30277, 3.93623], [0.96514, -0.49043, 4.73619], [1.40121, 0.60264, 5.68565], [0.60353, 0.43222, 6.94026], [-0.90363, 0.54353, 6.71352], [-1.57255, -0.54407, 5.86176], [-1.44079, -0.27307, 4.44443], [1.08119, -1.53140, 5.10187], [1.73384, -0.16922, 3.98946], [2.45978, 0.46827, 5.90260], [1.25577, 1.57531, 5.19019], [0.85577, -0.55499, 7.34536], [0.96160, 1.21403, 7.60200], [-1.32806, 0.42281, 7.71265], [-1.15879, 1.53880, 6.31457], [-1.11746, -1.52468, 6.06248], [-2.63575, -0.56976, 6.04362], [-2.22357, -0.14745, 3.80287]]}


{"formula": "C4H8NaS2", "method": "ωB97M-V/def2-TZVPD", "e_above_lowest_kcal_mol": 14.0, "total_charge": 1, "spin_multiplicity": 1, "homo_energy_ev": -11.1, "symbols": ["S", "S", "C", "C", "C", "C", "H", "H", "H", "H", "H", "H", "H", "H", "Na"], "coordinates": [[-1.55303, -2.27248, -0.44411], [-0.05647, -1.80938, 0.87961], [-0.80542, -1.58307, -1.94572], [-0.03632, -0.01143, 0.64299], [-0.61917, -0.06988, -1.85944], [0.36619, 0.38289, -0.77630], [0.15322, -2.10351, -2.13438], [-1.49905, -1.84708, -2.76707], [0.69468, 0.37367, 1.37973], [-1.03111, 0.39193, 0.91346], [-1.60662, 0.39545, -1.67542], [-0.25395, 0.29213, -2.83975], [0.45307, 1.48563, -0.81957], [1.36610, -0.04208, -0.98850], [-1.94446, -5.73337, 2.79809]]}


{"formula": "C5H9NO2", "method": "ωB97M-V/def2-TZVPD", "e_above_lowest_kcal_mol": 144.3, "spin_multiplicity": 1, "homo_energy_ev": -8.6, "symbols": ["O", "C", "O", "C", "C", "C", "C", "N", "H", "H", "H", "H", "H", "H", "H", "H", "H"], "coordinates": [[-1.32645, -1.92556, 1.76836], [-0.31796, -1.32403, 1.38449], [0.81195, -1.20212, 1.85523], [-0.64353, -0.53113, 0.06954], [0.40439, 0.60348, -0.09998], [0.31546, 1.21555, -1.37501], [0.51418, 0.50015, -2.61755], [0.64668, -0.75904, -2.68278], [-1.03247, 0.24193, 5.09864], [-0.59350, -1.23131, -0.76032], [-1.62986, -0.07809, 0.15387], [1.38161, 0.09388, -0.03926], [0.27532, 1.35230, 0.67940], [0.23622, 2.29164, -1.50426], [0.32219, 1.07281, -3.52584], [1.24001, -1.16351, -3.39681], [-0.60425, 0.84304, 4.99228]]}


{"formula": "H4NO2PS", "method": "ωB97M-V/def2-TZVPD", "e_above_lowest_kcal_mol": 38.4, "spin_multiplicity": 1, "homo_energy_ev": -10.3, "symbols": ["N", "O", "O", "P", "S", "H", "H", "H", "H"], "coordinates": [[-1.00986, 1.23731, 0.27481], [-0.97360, -1.22666, -0.28620], [-3.33997, -0.25340, -0.06333], [-1.91540, 0.01491, -0.00977], [2.71035, -0.80685, 0.21019], [-1.50653, 2.08772, 0.47138], [-0.06515, -0.92418, -0.16987], [2.67039, -0.35881, -1.04012], [3.42977, 0.22996, 0.61290]]}